[1]
The following is a quantum chemistry calculation of a cluster of 2 separate species, C3H4N4O in total, from the OMol25 dataset.

Output
orbital gap = 0.309 Ha
energy relative to the best compared isomer or geometry (same formula, charge and spin) = 195.3 kcal/mol
total energy = -410.69198 a.u.
LUMO level = -0.029 Eh

Structure (XYZ):
```
12
Properties=species:S:1:pos:R:3:lowdin_charge:R:1
C -0.847 0.154 -0.122 -0.290
C -0.020 1.188 0.094 -0.048
C 1.288 -0.696 -0.208 -0.504
H -3.933 -0.801 -0.178 0.101
H -0.097 2.378 0.644 0.199
H 1.939 1.525 0.552 0.277
H 3.124 -0.777 -0.065 0.100
N -2.883 -1.062 -0.031 0.086
N -2.212 -0.031 -0.009 -0.050
N 1.375 0.724 -0.574 0.038
N 2.298 -1.525 0.299 0.080
O -0.033 -1.077 -0.402 0.011
```

***

[2]
The following is a quantum chemistry calculation of an isolated molecule of C14H12FN3S2, from the OMol25 dataset.

Output
orbital gap = 0.282 Ha
energy relative to the best compared isomer or geometry (same formula, charge and spin) = 182.0 kcal/mol
total energy = -1600.82426 a.u.
LUMO level = 0.002 Eh

Structure (XYZ):
```
32
Properties=species:S:1:pos:R:3:lowdin_charge:R:1
C 4.159 -3.869 -1.983 -0.078
C 3.022 -2.862 -1.555 -0.484
N 3.084 -1.797 -0.942 0.084
C 2.075 -1.204 -0.653 -0.537
C 1.100 -1.749 -1.188 -0.379
C -0.336 -1.590 -0.954 -0.363
C -1.325 -2.382 -1.386 -0.330
S -2.984 -1.494 -1.298 0.982
C -2.072 -0.266 -0.431 -0.656
N -0.788 -0.373 -0.300 0.090
N -2.948 0.597 0.176 0.039
C -2.384 1.763 0.813 -0.033
C -0.856 2.192 1.214 -0.045
C -0.707 3.112 1.985 -0.157
C -1.552 4.099 2.323 -0.310
C -2.870 3.728 2.263 -0.121
C -3.192 2.791 1.558 -0.140
H -4.299 2.512 1.312 0.135
H -3.792 4.611 2.506 0.214
F -1.231 5.012 3.215 0.084
H 0.456 3.347 2.091 0.184
H -0.319 1.131 0.924 0.114
H -3.904 0.585 0.131 0.085
H -1.448 -3.344 -1.988 0.070
S 1.281 -3.313 -2.225 0.990
C 2.050 0.061 0.122 -0.020
H 3.302 0.354 0.339 0.166
H 1.459 0.774 -0.520 0.089
H 1.662 -0.221 1.125 0.083
H 5.151 -3.435 -1.672 0.075
H 3.981 -4.869 -1.725 0.021
H 4.224 -3.902 -3.275 0.147
```

***

[3]
The following is a quantum chemistry calculation of a structure of composition C3H5NO2, from the OMol25 dataset.

Output
orbital gap = 0.419 Ha
energy relative to the best compared isomer or geometry (same formula, charge and spin) = 51.2 kcal/mol
total energy = -322.49273 a.u.
LUMO level = 0.014 Eh

Structure (XYZ):
```
11
Properties=species:S:1:pos:R:3:lowdin_charge:R:1
C -0.883 1.852 -0.241 -0.064
N 0.409 -0.536 0.188 0.158
C -0.377 -1.444 0.442 -0.369
O -1.138 -2.263 0.724 0.220
C 1.569 -1.490 0.024 -0.268
O 2.213 -1.231 -0.932 0.101
H -1.636 1.158 0.152 0.011
H -1.090 2.811 0.229 0.012
H -1.109 1.975 -1.308 0.024
H 0.145 1.488 -0.003 0.011
H 1.896 -2.319 0.724 0.164
```

***

[4]
The following is a quantum chemistry calculation of an isolated molecule of C2H4N2OS, from the OMol25 dataset.

Output
orbital gap = 0.306 Ha
energy relative to the best compared isomer or geometry (same formula, charge and spin) = 60.7 kcal/mol
total energy = -661.48883 a.u.
LUMO level = -0.006 Eh

Structure (XYZ):
```
10
Properties=species:S:1:pos:R:3:lowdin_charge:R:1
C -0.494 -0.891 0.032 -0.649
C 1.110 1.030 0.014 -0.274
H 2.424 -1.135 0.807 0.108
H 2.507 -0.800 -0.803 0.099
H -0.397 -1.983 0.340 0.085
H 2.189 1.107 0.032 0.123
N 1.884 -1.210 -0.082 0.044
N 0.773 -0.366 0.034 -0.235
O 0.329 1.935 0.020 0.063
S -1.978 -0.155 -0.030 0.637
```

***

[5]
The following is a quantum chemistry calculation of an isolated molecule of C9H8N2, from the OMol25 dataset.

Output
orbital gap = 0.340 Ha
energy relative to the best compared isomer or geometry (same formula, charge and spin) = 62.1 kcal/mol
total energy = -457.17968 a.u.
LUMO level = 0.032 Eh

Structure (XYZ):
```
19
Properties=species:S:1:pos:R:3:lowdin_charge:R:1
C -3.133 0.005 -0.022 0.003
C -2.348 -1.104 -0.422 -0.076
C -1.028 -0.994 -0.465 -0.051
C -0.291 0.134 -0.109 -0.192
C -1.014 1.185 0.273 -0.048
C -2.427 1.217 0.377 -0.006
C 1.155 0.197 -0.119 -0.332
C 3.220 -0.508 0.412 -0.063
C 3.236 0.620 -0.520 -0.114
H -4.085 0.078 -0.031 0.027
H -2.934 -1.866 -0.784 0.085
H -0.593 -1.913 -0.610 0.094
H -0.523 2.285 0.518 0.175
H -2.733 2.096 0.556 0.019
H 1.541 -1.433 1.145 0.090
H 3.965 -1.271 0.710 0.104
H 4.216 0.965 -0.781 0.074
N 1.854 -0.711 0.651 0.105
N 1.924 1.018 -0.781 0.106
```

***

[6]
The following is a quantum chemistry calculation of a structure of composition C54H48F6NNiO6P2, from the OMol25 dataset.

Output
orbital gap (alpha / beta) = 0.280 / 0.280 Ha
total energy = -5383.15444 a.u.
LUMO level (alpha / beta) = 0.092 / 0.092 Eh
spin multiplicity = 3
total charge = -1

Structure (XYZ):
```
118
Properties=species:S:1:pos:R:3:lowdin_charge:R:1
Ni -0.394 0.525 0.532 0.540
C -3.882 2.491 1.346 -0.281
C -2.741 3.335 1.997 -0.315
P -1.111 2.419 2.130 1.118
C 0.118 3.771 2.485 -0.331
C 1.432 3.625 2.076 -0.082
C 2.350 4.622 2.308 -0.081
C 2.033 5.763 3.017 -0.077
C 0.720 5.866 3.515 -0.093
C -0.221 4.915 3.201 -0.111
C -1.193 1.628 3.828 -0.322
C -2.022 0.484 3.943 -0.121
C -2.254 -0.132 5.166 -0.086
C -1.607 0.402 6.313 -0.098
C -0.745 1.460 6.170 -0.110
C -0.524 2.075 4.949 -0.093
C -3.794 2.244 -0.172 -0.313
P -2.717 0.790 -0.659 1.110
C -4.066 -0.451 -0.806 -0.347
C -4.430 -1.224 0.297 -0.103
C -5.565 -2.035 0.287 -0.089
C -6.308 -2.197 -0.872 -0.109
C -5.956 -1.502 -2.018 -0.066
C -4.872 -0.583 -1.941 -0.070
C -2.350 1.059 -2.438 -0.360
C -2.665 2.160 -3.208 -0.113
C -2.237 2.332 -4.510 -0.097
C -1.517 1.318 -5.136 -0.093
C -1.192 0.176 -4.413 -0.068
C -1.658 0.043 -3.117 -0.091
H -4.780 3.045 1.522 0.088
H -4.014 1.563 1.924 0.087
H -3.083 3.624 3.012 0.087
H -2.519 4.195 1.382 0.064
H 1.666 2.788 1.464 0.093
H 3.351 4.534 1.917 0.106
H 2.721 6.578 3.227 0.099
H 0.420 6.777 3.975 0.087
H -1.254 5.131 3.516 0.110
H -2.492 0.142 3.032 0.069
H -2.943 -0.983 5.263 0.101
H -1.791 -0.067 7.275 0.096
H -0.181 1.737 7.034 0.097
H 0.184 2.888 4.938 0.102
H -3.442 3.136 -0.703 0.063
H -4.785 1.971 -0.540 0.081
H -3.837 -1.110 1.196 0.063
H -5.745 -2.750 1.098 0.104
H -7.058 -2.927 -0.831 0.079
H -6.452 -1.721 -2.971 0.104
H -4.624 -0.051 -2.844 0.095
H -3.229 2.954 -2.726 0.094
H -2.491 3.262 -5.004 0.096
H -1.186 1.442 -6.200 0.110
H -0.613 -0.625 -4.879 0.108
H -1.430 -0.859 -2.564 0.083
O -1.593 -3.754 2.272 0.054
C -2.262 -2.976 2.700 0.014
C 1.160 -8.243 -2.755 -0.056
C 1.341 -6.852 -2.183 -0.246
C 0.760 -6.588 -0.963 -0.084
C 0.819 -5.343 -0.389 -0.052
C 1.476 -4.343 -1.094 -0.006
C 2.165 -4.614 -2.268 -0.170
N 2.865 -3.571 -2.924 0.102
C 3.247 -2.364 -2.285 -0.184
C 4.613 -2.135 -2.189 -0.044
C 5.124 -0.954 -1.728 -0.114
C 4.300 0.044 -1.290 -0.101
C 2.944 -0.163 -1.325 -0.025
C 2.373 -1.365 -1.796 -0.068
C 0.870 -1.436 -1.866 -0.601
O 0.374 -1.958 -2.851 0.041
O 0.249 -0.921 -0.838 -0.122
C 2.057 -5.884 -2.880 -0.166
C 2.800 -6.151 -4.155 -0.053
H 0.855 -8.869 -1.906 0.072
H 2.076 -8.656 -3.145 0.063
H 0.410 -8.290 -3.527 0.076
H 0.220 -7.368 -0.469 0.093
H 0.355 -5.040 0.542 0.094
H 1.565 -3.334 -0.724 0.080
H 3.625 -3.917 -3.469 0.096
H 5.282 -2.949 -2.430 0.106
H 6.208 -0.801 -1.726 0.103
H 4.743 0.985 -0.968 0.106
H 2.204 0.568 -0.960 0.105
H 2.623 -5.374 -4.922 0.087
H 2.501 -7.063 -4.646 0.058
H 3.893 -6.154 -4.077 0.082
O -1.122 3.651 -0.439 -0.022
C -0.158 3.080 -0.929 -0.607
O 0.207 1.866 -0.729 -0.140
C 0.862 3.873 -1.737 -0.122
C 1.751 3.253 -2.616 -0.014
C 2.892 3.931 -3.087 -0.065
C 3.084 5.220 -2.587 -0.117
C 2.233 5.817 -1.695 -0.097
C 1.060 5.174 -1.291 -0.021
H 1.609 2.207 -2.896 0.115
H 3.628 3.402 -3.657 0.093
H 3.974 5.735 -2.937 0.094
H 2.376 6.823 -1.422 0.082
H 0.353 5.676 -0.621 0.122
C 0.835 -1.118 4.191 0.020
C 1.392 -0.727 2.834 -0.429
O 0.526 0.109 2.175 -0.236
C 1.699 -2.017 2.065 -0.570
F 2.170 -3.005 2.882 0.126
F 0.589 -2.487 1.484 0.124
F 2.574 -1.847 1.108 0.197
C 2.721 0.028 3.102 -0.527
F 2.536 1.018 4.029 0.121
F 3.324 0.559 2.034 0.153
F 3.672 -0.762 3.640 0.136
H -0.017 -1.746 3.991 0.073
H 0.471 -0.260 4.719 0.054
H 1.495 -1.676 4.844 0.101
```

***

[7]
The following is a quantum chemistry calculation of a cluster of 5 separate species, CH10O6 in total, from the OMol25 dataset.

Output
orbital gap = 0.427 Ha
energy relative to the best compared isomer or geometry (same formula, charge and spin) = 46.2 kcal/mol
total energy = -495.50212 a.u.
LUMO level = 0.017 Eh

Structure (XYZ):
```
17
Properties=species:S:1:pos:R:3:lowdin_charge:R:1
O 4.486 -4.637 -2.264 0.081
C 3.373 -4.363 -1.954 -0.345
O 2.772 -5.043 -0.890 0.026
H 2.953 -3.411 -2.262 0.135
H 3.557 -5.151 -0.329 0.104
H -2.686 0.737 -0.855 0.045
H -2.595 -0.410 -1.628 0.056
O -3.306 0.020 -1.105 -0.083
H -2.215 3.642 2.475 0.031
H -1.219 4.327 1.612 0.010
O -1.914 3.682 1.571 -0.046
H -2.987 -0.230 1.073 0.012
H -1.991 -0.771 1.897 0.047
O -2.168 0.088 1.469 -0.077
H 0.876 3.205 0.323 0.026
H 1.505 4.555 0.164 0.032
O 1.558 3.761 0.703 -0.054
```

***

Result set for strongest force on any atom: 8.11; 19.80; 3.19; 2.08; 9.88; 2.27; 2.24 eV/A, one per record in the order listed.